{"formula": "C7H13ClFN2", "method": "ωB97M-V/def2-TZVPD", "e_lumo_ev": [-4.16, -4.30], "charge": 1, "gap_ev": [7.89, 7.95], "e_tot_ha": -943.7198, "species": ["H", "H", "H", "H", "H", "C", "C", "H", "H", "C", "H", "C", "H", "Cl", "F", "N", "H", "N", "C", "C", "C", "H", "H", "H"], "positions_angstrom": [[2.19430, 0.81893, -2.62497], [2.25890, -0.75503, -3.43366], [-1.02687, 1.02894, 4.01385], [1.26729, -1.42845, -0.78852], [3.40942, -0.27776, -1.99411], [-1.25665, -0.85138, -1.42613], [-0.34578, -0.15756, 0.83360], [1.39080, 1.23590, 0.30837], [0.05144, -0.12032, 3.80354], [-1.29855, 0.39035, 1.97872], [-2.06668, 1.22126, 1.61925], [0.35574, 0.96988, 0.22843], [-2.08915, -1.15733, 0.33632], [-0.44498, 2.01400, -0.88530], [-2.19397, -0.64453, 2.33045], [-1.23175, -0.88248, -0.15891], [0.38858, -0.84740, 1.16579], [-0.12806, -0.60446, -2.12495], [1.15808, -0.73944, -1.56719], [2.29159, -0.25308, -2.47573], [-0.44159, 0.72783, 3.17621], [-0.38045, -0.42468, -3.07337], [0.31437, 1.51737, 2.87671], [-2.17604, -0.78056, -2.11842]], "forces_ev_per_a": [[-0.4, 0.2, -0.3], [0.2, -0.2, -0.2], [-0.9, 1.3, 0.2], [0.0, -1.0, 0.9], [-2.9, -0.6, -1.1], [0.1, 1.7, -4.0], [-1.4, 1.4, -0.6], [0.2, -0.2, 0.6], [-0.3, 0.7, -2.2], [-1.1, -0.4, -0.3], [2.2, -1.3, 0.5], [0.6, -0.1, -2.4], [0.2, 0.1, -0.4], [-0.2, 0.0, 0.7], [0.4, -0.1, -0.2], [-1.4, -0.6, 3.5], [0.4, -0.6, 0.9], [-0.3, -1.7, 1.6], [-0.4, 2.7, -2.1], [2.0, 0.2, 2.3], [1.5, -0.2, 1.0], [1.0, 0.3, -0.8], [-0.9, -0.9, 0.7], [1.1, -0.7, 1.8]], "mulliken_charge": [0.329, 0.362, 0.404, 0.517, 0.310, -0.026, -0.081, 0.512, 0.328, 0.426, 0.282, -0.460, 0.281, -0.090, -0.361, -0.101, 0.202, -0.018, -0.171, -1.142, -1.328, 0.221, 0.346, 0.259]}


{"formula": "C28H51CrN5O3SSb", "method": "ωB97M-V/def2-TZVPD", "multiplicity": 5, "e_lumo_ev": [-3.22, -4.38], "charge": 1, "gap_ev": [7.46, 6.58], "e_tot_ha": -3279.7045, "species": ["H", "H", "H", "H", "H", "C", "H", "H", "N", "Sb", "H", "H", "H", "C", "C", "H", "C", "H", "C", "H", "N", "C", "H", "H", "H", "O", "H", "H", "S", "H", "C", "H", "C", "C", "H", "C", "C", "C", "H", "C", "H", "H", "C", "C", "H", "C", "C", "H", "N", "H", "H", "C", "H", "H", "H", "H", "C", "C", "H", "O", "H", "H", "Cr", "C", "H", "C", "N", "H", "H", "H", "H", "C", "C", "C", "C", "C", "C", "H", "H", "O", "H", "H", "H", "H", "H", "N", "H", "H", "H", "H"], "positions_angstrom": [[-3.57648, -0.25427, 0.66534], [4.10161, 2.60781, 4.27873], [-1.71063, -3.11687, 0.51780], [-0.78568, 3.17971, 4.24529], [-4.95811, 1.47245, 1.75338], [0.80618, -6.26726, -0.31689], [-1.79302, -3.22200, -1.22430], [-2.49770, -2.11433, 2.02195], [-1.00423, -1.42453, -0.45766], [-1.62543, 0.93026, 2.01209], [-0.11616, 2.19091, 5.53355], [0.55670, -7.18552, 0.20936], [2.02796, -2.74325, -0.39610], [-0.16214, -5.19480, 0.21900], [-0.04289, -5.11904, 1.74944], [3.47695, 1.03630, -2.39725], [3.10605, 0.75851, 3.83108], [-3.21962, 0.27538, 4.82213], [-3.02489, 3.73889, 2.43137], [-3.14664, 2.03974, 4.75490], [0.25208, 0.92204, -1.35531], [-1.96115, -7.12466, 0.22803], [0.38594, -0.74613, -2.61579], [-5.62258, -0.12158, 2.07039], [-2.53881, 3.84624, 3.39958], [0.55028, -3.88951, -1.71995], [-0.38986, -4.09010, 3.43196], [-0.69187, 0.52376, -3.22458], [2.79279, -0.40038, -0.61945], [1.79275, 2.33832, -1.25553], [2.53988, 0.53746, -2.15121], [3.07752, 3.77475, 2.30990], [-0.36540, -0.01139, -2.32841], [-3.49628, -0.16355, 1.75584], [1.18091, 2.06048, -2.89220], [-1.61678, -5.67387, -0.09734], [-0.34803, 2.20432, 4.46542], [3.42993, 2.08479, 3.61168], [-2.33367, -5.03992, 0.42880], [0.10228, -3.79840, -0.45165], [-1.20470, 3.45278, 1.34889], [-2.30863, 1.16701, 6.03109], [-2.83184, 2.93570, 0.05315], [2.86730, 2.73607, 2.52045], [-1.59384, -1.10625, 0.30675], [-1.29676, 1.05501, 4.14012], [-2.17704, 2.95514, 1.43462], [-3.32591, -1.53412, 3.43890], [1.72739, 0.73441, 1.89035], [-3.20822, 4.74538, 2.04485], [-3.78354, 2.40251, 0.06202], [-3.38467, -1.56817, 2.35102], [-0.43242, 1.64558, -1.14477], [1.57385, 2.49627, 0.83109], [-0.79346, 0.10731, 4.33427], [-4.26878, -2.15289, 2.08566], [2.30982, -6.05194, -0.18521], [2.02740, 2.02484, 1.69296], [0.59511, 2.13238, 3.92585], [-0.31586, -1.74233, 3.09653], [-3.03741, 3.95458, -0.28432], [2.31288, -0.12750, -2.98374], [0.67448, -0.33790, 0.40631], [1.45122, 1.57221, -1.94995], [-1.97191, -1.43602, -2.35949], [-1.15931, -2.90609, -0.39589], [0.91539, -2.14959, 1.24694], [-1.43315, -7.82534, -0.41563], [-1.77326, -5.50836, -1.16761], [2.82018, -6.94033, -0.55708], [-1.73408, -7.37033, 1.26335], [2.25152, 0.11518, 2.95038], [0.14896, -2.54237, 2.27525], [-1.51013, -0.73314, -1.66592], [1.33941, -3.16340, 0.32701], [-2.57248, 1.13772, 4.97046], [-4.76266, 0.52776, 2.25645], [-3.02885, -7.27744, 0.06814], [2.61558, -5.92710, 0.85621], [0.00650, -6.12995, 2.40724], [2.66961, -5.20537, -0.76866], [-3.99614, 3.27467, 2.59728], [1.85312, -3.97174, 0.84164], [-4.72517, 0.71477, 3.32909], [-2.21198, 2.46633, -0.71699], [-0.14645, -3.90539, 2.46636], [3.50988, 0.21022, 4.66991], [0.55823, -6.41927, -1.36948], [1.97596, -0.91981, 3.08950], [-2.28128, -0.01753, -1.36382]], "forces_ev_per_a": [[0.0, 0.0, 0.0], [0.0, 0.0, 0.0], [0.2, -0.1, 0.0], [0.0, 0.0, 0.0], [0.0, 0.0, 0.0], [0.1, 0.0, 0.0], [-0.1, 0.0, 0.0], [-0.1, 0.1, 0.1], [0.0, 0.0, -0.1], [0.1, -0.1, 0.0], [0.0, 0.0, 0.0], [0.0, 0.0, 0.0], [-0.1, -0.1, -0.1], [-0.5, -0.3, -0.3], [0.2, 0.4, 0.2], [0.0, 0.0, 0.0], [0.0, 0.0, 0.0], [0.0, 0.0, 0.0], [0.0, 0.0, 0.0], [0.0, 0.0, 0.0], [0.1, 0.0, 0.1], [0.0, 0.0, 0.0], [0.0, 0.0, 0.0], [0.0, 0.0, 0.0], [0.0, 0.0, 0.0], [-1.0, -0.7, -1.5], [0.0, 0.0, 0.0], [0.0, 0.0, 0.0], [-0.2, -0.1, -0.1], [0.0, 0.0, 0.0], [0.0, 0.1, 0.0], [0.0, 0.0, 0.0], [0.0, 0.0, 0.0], [0.0, 0.0, 0.0], [0.0, 0.0, 0.0], [0.1, 0.0, 0.0], [0.0, 0.0, 0.0], [0.0, 0.0, 0.0], [0.0, 0.0, 0.0], [2.5, 1.1, 1.7], [0.0, 0.0, 0.0], [0.0, 0.0, 0.0], [0.0, 0.0, 0.0], [0.0, 0.0, 0.0], [0.0, 0.0, 0.0], [0.0, 0.0, 0.0], [0.1, -0.1, 0.0], [0.0, 0.0, 0.0], [0.0, 0.0, 0.0], [0.0, 0.0, 0.0], [0.0, 0.0, 0.0], [0.0, 0.0, 0.0], [0.0, 0.0, 0.0], [0.0, 0.0, 0.0], [0.0, 0.0, 0.0], [0.0, 0.0, 0.0], [0.0, -0.1, 0.0], [0.0, 0.0, 0.0], [0.0, 0.0, 0.0], [-0.1, 0.0, 0.2], [0.0, 0.0, 0.0], [0.0, 0.0, 0.0], [0.0, -0.1, 0.4], [0.0, -0.1, 0.0], [0.0, 0.0, 0.0], [-0.3, 0.0, -0.6], [0.0, 0.4, 0.7], [0.0, 0.0, 0.0], [0.0, 0.0, 0.0], [0.0, 0.0, 0.0], [0.0, 0.0, 0.0], [0.0, -0.1, 0.1], [0.3, 0.3, -0.4], [0.0, -0.1, -0.1], [-1.2, -0.4, 0.1], [0.0, 0.0, 0.0], [0.0, 0.0, 0.0], [0.0, 0.0, 0.0], [0.0, 0.0, 0.0], [-0.1, -0.1, -0.2], [0.0, 0.0, 0.0], [0.0, 0.0, 0.0], [0.1, 0.1, 0.2], [0.0, 0.0, 0.0], [0.0, 0.0, 0.0], [-0.1, -0.2, -0.1], [0.0, 0.0, 0.0], [0.0, 0.0, 0.0], [0.0, 0.0, -0.1], [0.0, 0.0, 0.0]], "lowdin_spin": [0.000, 0.000, 0.005, 0.000, 0.000, 0.004, -0.001, 0.000, -0.004, -0.012, 0.000, 0.000, 0.000, 0.047, 0.004, -0.004, -0.001, 0.000, -0.001, 0.000, -0.003, 0.001, 0.001, 0.000, 0.000, 0.784, 0.000, -0.001, -0.049, 0.000, -0.002, 0.000, 0.002, -0.002, 0.000, 0.001, 0.000, 0.004, 0.000, 0.078, 0.000, 0.000, 0.000, 0.000, 0.004, -0.001, -0.005, 0.000, -0.010, 0.000, 0.000, 0.000, 0.003, 0.001, 0.000, 0.000, 0.004, 0.006, 0.000, 0.019, 0.000, 0.001, 3.031, 0.003, 0.000, 0.058, -0.003, 0.000, 0.000, 0.000, 0.000, 0.004, 0.013, 0.003, 0.000, -0.001, -0.001, 0.000, 0.000, 0.009, 0.002, 0.000, -0.001, 0.000, 0.000, 0.001, 0.000, 0.002, 0.000, 0.000]}